No. 1
A structure of composition C45H61BrIN2P3ReSe, computed with the ωB97M-V functional and the def2-TZVPD basis.

XYZ file:
```
115
Properties=species:S:1:pos:R:3
Re 0.72556 -0.83062 0.63128
C -2.77236 -2.00043 -0.77970
P -1.05370 -2.39578 -0.29550
C -0.63106 -3.35194 -1.79190
C -1.45755 -3.62717 0.98557
C -1.86643 -4.93103 0.72595
C -2.25266 -5.74693 1.77721
C -2.25703 -5.26106 3.07948
C -1.87110 -3.95524 3.33810
C -1.46386 -3.13842 2.28749
P -0.88803 -1.42389 2.48307
C -0.26808 -1.38402 4.19449
C -2.46607 -0.52531 2.69778
H -3.23146 -2.95958 -1.02489
H -2.83219 -1.35575 -1.65011
H -3.33490 -1.56674 0.04081
H -1.41469 -4.09318 -1.94570
H 0.32508 -3.86225 -1.76164
H -0.65050 -2.67974 -2.65026
H -1.87077 -5.33342 -0.27897
H -2.55193 -6.76839 1.58090
H -2.56162 -5.90455 3.89468
H -1.87723 -3.58984 4.35724
H -1.12331 -1.50055 4.86077
H 0.19394 -0.42032 4.40034
H 0.44769 -2.17865 4.39214
H -3.11285 -1.15119 3.31400
H -2.95845 -0.34897 1.74506
H -2.31428 0.42462 3.20582
Br 2.52896 -1.59523 2.49261
C 2.81533 0.14174 3.20065
C 3.90171 0.38409 3.98159
C 4.00551 1.64599 4.60026
C 3.00017 2.55802 4.45779
C 1.86281 2.28514 3.65834
C 0.77811 3.19539 3.59517
C -0.32877 2.87228 2.87410
C -0.36390 1.67934 2.11953
C 0.67432 0.78229 2.06629
C 1.78012 1.06325 2.94441
H 4.66169 -0.37028 4.13578
H 4.86874 1.86465 5.21357
H 3.04875 3.51052 4.97071
H 0.83506 4.12135 4.15396
H -1.17812 3.54357 2.84667
H -1.24882 1.48234 1.53718
Se 2.79863 -2.82744 -1.62140
N 1.84453 -2.78005 -0.08030
C 1.87538 -4.02668 0.42643
C 1.40446 -4.46544 1.69566
C 1.56570 -5.76557 2.05853
C 2.18399 -6.73081 1.20642
C 2.67787 -6.35779 0.00256
C 2.55478 -4.99418 -0.39746
N 3.08679 -4.53476 -1.52108
H 0.93675 -3.77578 2.37887
H 1.22153 -6.08154 3.03528
H 2.27797 -7.75237 1.54809
H 3.18953 -7.04260 -0.66000
C -4.05401 3.59259 -1.33719
C -4.34645 2.21344 -0.75802
C -3.10953 1.29951 -0.87657
C -1.81055 2.10243 -0.84768
C -1.99465 3.27226 0.12792
C -2.95921 4.28685 -0.51269
P -0.21836 1.11658 -0.95061
C 0.99291 2.52522 -1.28181
C 1.68002 3.20167 -0.08380
C 2.84930 4.05434 -0.57378
C 2.36959 5.13618 -1.53506
C 1.56852 4.52724 -2.67971
C 0.42273 3.65298 -2.16522
C -0.48810 0.26839 -2.60359
C 0.76563 -0.50149 -3.02574
C 0.55452 -1.17772 -4.37425
C 0.45239 -0.12416 -5.49010
C -0.06976 1.21069 -4.94613
C -1.09818 0.99188 -3.83598
H -4.95503 4.20427 -1.35981
H -3.74061 3.48285 -2.38038
H -5.19060 1.74704 -1.26664
H -4.63952 2.31563 0.29041
H -3.17093 0.73240 -1.80771
H -3.10537 0.58509 -0.05432
H -1.71230 2.58521 -1.82239
H -1.06109 3.76176 0.39050
H -2.43362 2.91073 1.06037
H -2.40293 4.98698 -1.14007
H -3.41264 4.88080 0.28298
H 1.77729 2.05518 -1.88155
H 2.02513 2.49302 0.66066
H 0.96413 3.84633 0.43059
H 3.58093 3.40756 -1.07312
H 3.35986 4.49840 0.28297
H 3.20997 5.71546 -1.91938
H 1.73067 5.83895 -0.98835
H 2.22751 3.91674 -3.30862
H 1.16227 5.30871 -3.32403
H -0.13267 3.26725 -3.01388
H -0.26595 4.27120 -1.58195
H -1.22022 -0.49230 -2.31167
H 0.98309 -1.23425 -2.24879
H 1.64047 0.15257 -3.08711
H -0.36684 -1.76956 -4.33815
H 1.36254 -1.88092 -4.58336
H -0.20661 -0.49249 -6.27740
H 1.42843 0.02847 -5.95261
H -0.51510 1.79682 -5.75035
H 0.76506 1.80548 -4.56769
H -1.89109 0.35048 -4.23161
H -1.59651 1.92507 -3.57913
I 4.65793 -0.47901 -0.01081
C 2.57676 0.14492 -0.02151
H 2.49542 0.46286 -1.05142
H 2.69559 1.05233 0.55151
```

Calculated values
spin multiplicity	2
charge	+2
<S²>	0.7593
orbital gap (spin up / spin down)	6.893 / 6.277	eV

No. 2
A structure of composition C22H28BBeCsF4LiN2O14PS2, computed with the ωB97M-V functional and the def2-TZVPD basis.

XYZ file:
```
77
Properties=species:S:1:pos:R:3
C 1.90748 -1.18547 -0.81946
C 0.33155 -1.66559 -0.82126
O -0.51141 -1.04829 0.20144
P -0.63102 -1.98133 1.66412
C 0.48214 -0.68520 2.50773
C -0.15179 0.84079 2.57238
C 0.39283 1.83976 1.38206
S 2.21532 2.26680 1.49209
C 2.61497 3.02533 -0.20437
S 1.93920 4.47384 -0.79524
N 3.59146 2.24526 -1.10241
C 3.20287 1.74465 -2.47575
C 4.57427 0.96595 -2.92996
N 5.60929 1.10574 -1.82699
C 5.01957 1.91846 -0.67872
C -1.92312 -3.08498 0.74327
C -3.00351 -1.98014 -0.14626
C -2.94449 -2.17257 -1.87074
O -4.18546 -2.66218 -0.90888
C -0.87936 -3.02327 3.24403
C -0.25560 -4.52468 3.04192
O -1.24243 -5.48155 3.64515
C 1.17057 -4.80758 3.78840
F 1.06825 -5.84494 4.88210
F 1.89359 -3.61013 4.26949
F 2.07918 -5.44540 2.76265
H 2.39895 -1.70362 0.13667
H 2.00676 -0.02761 -0.63016
H 2.53456 -1.57495 -1.73786
H -0.10494 -1.31411 -1.87560
H 0.33516 -2.83334 -0.85369
H 0.47504 -2.85445 1.31921
H -1.78147 -1.17574 2.09959
H 0.83906 -0.93972 3.59054
H 1.48018 -0.57600 1.86116
H 0.24315 1.31940 3.59316
H -1.31830 0.87953 2.63821
H 0.19258 1.46325 0.29357
H -0.20710 2.85467 1.50171
H 2.17232 1.90168 -3.02068
H 4.65488 0.41001 -3.97814
H 5.56792 2.19845 0.32913
H -1.45667 -3.79638 -0.05793
H -2.61309 -3.70879 1.44859
H -3.14198 -0.81722 0.30432
H -2.75261 -3.30959 -2.13086
H -3.61566 -1.46698 -2.53172
H -0.43734 -2.56996 4.22792
H -2.04088 -3.18088 3.47616
H -0.14118 -4.87061 1.92464
H -0.97281 -6.42870 3.41961
Li -0.18546 4.43652 -1.74461
Cs 7.31454 2.15767 0.62078
C 2.57455 -3.87675 -5.35539
C 1.31436 -3.94571 -4.56239
O 1.21664 -2.66277 -3.98673
C 1.84150 -1.83086 -4.86659
O 1.72818 -0.61638 -4.85870
O 2.60545 -2.52426 -5.76496
F 1.42084 -4.85275 -3.56559
H 3.46477 -4.09483 -4.75595
H 2.55997 -4.54755 -6.21865
H 0.41916 -4.15066 -5.15916
B -4.08563 7.21881 1.19442
O -3.90437 5.81380 1.57305
C -3.09674 5.26505 0.65482
O -2.73825 4.09861 0.66932
C -2.72987 6.25208 -0.32675
O -2.00529 6.07067 -1.29174
O -3.30537 7.42577 -0.02969
O -5.50270 7.52292 0.97120
C -5.83106 8.49758 1.83080
O -6.94442 8.99047 1.91290
C -4.68419 8.85848 2.62248
O -4.65310 9.71149 3.49474
O -3.62995 8.11240 2.26402
Be 2.15557 -6.43144 -2.28598
```

Calculated values
charge	+2
orbital gap	1.219	eV

No. 3
A cluster of 2 separate species, C2H8N2O2 in total, computed with the ωB97M-V functional and the def2-TZVPD basis.

XYZ file:
```
14
Properties=species:S:1:pos:R:3
O -0.60592 -1.66888 -2.30874
C -0.37011 -0.57107 -1.92968
N -0.10406 -0.32468 -0.56285
C -0.17163 -1.32008 0.54851
N -0.74558 -0.56378 1.65796
H -0.29722 0.37181 -2.56856
H 0.45632 0.50439 -0.27416
H -0.70887 -2.19029 0.32618
H 0.89315 -1.55633 0.79992
H -0.02285 0.18225 2.13556
H -1.54502 -0.15054 1.25110
H 1.75427 2.40774 -0.00750
H 0.69618 2.65204 0.87125
O 0.77135 2.22742 0.06100
```

Calculated values
structure (SMILES)	NCNC=O.O
orbital gap	8.903	eV

Number 1: largest force on an atom 0.6 eV/Å, molecular weight 1194.89 g/mol. Number 2: largest force on an atom 7.7 eV/Å, molecular weight 875.24 g/mol. Number 3: largest force on an atom 4.2 eV/Å, molecular weight 92.10 g/mol.